# 1
{
  "formula": "C52H59CsN2P4S2Te",
  "method": "the ωB97M-V functional and the def2-TZVPD basis",
  "symbols": ["Cs", "S", "P", "C", "P", "S", "C", "C", "C", "C", "C", "C", "C", "C", "C", "C", "C", "C", "C", "C", "C", "C", "C", "C", "C", "C", "C", "C", "C", "C", "H", "H", "H", "H", "H", "H", "H", "H", "H", "H", "H", "H", "H", "H", "H", "H", "H", "H", "H", "H", "C", "P", "C", "N", "C", "C", "C", "C", "C", "C", "N", "C", "P", "C", "C", "C", "C", "C", "C", "C", "C", "C", "H", "H", "H", "H", "H", "H", "H", "H", "H", "H", "H", "H", "H", "H", "H", "H", "H", "H", "H", "H", "H", "H", "H", "H", "H", "H", "H", "H", "C", "C", "C", "C", "C", "C", "Te", "C", "C", "C", "H", "H", "H", "H", "H", "H", "H", "H", "H", "H", "H"],
  "xyz": [[0.3959, 0.4426, -0.9143], [0.4300, 0.4336, -4.3623], [1.4052, -1.1989, -3.7827], [0.7186, -1.9864, -2.4494], [1.8408, -2.7093, -1.3856], [2.4236, -1.6846, 0.2083], [3.3548, -3.5214, -2.0915], [3.2686, -4.3412, -3.2178], [4.4020, -4.9277, -3.7602], [5.6482, -4.6850, -3.1984], [5.7476, -3.8581, -2.0898], [4.6098, -3.2835, -1.5393], [0.9857, -4.2276, -0.7617], [0.4342, -5.1445, -1.6572], [-0.2191, -6.2779, -1.2000], [-0.3596, -6.4977, 0.1651], [0.1533, -5.5754, 1.0640], [0.8272, -4.4518, 0.6014], [3.1847, -0.7141, -3.7222], [4.2637, -1.3245, -4.3520], [5.5564, -0.8670, -4.1324], [5.7979, 0.1781, -3.2555], [4.7296, 0.7877, -2.6108], [3.4416, 0.3513, -2.8606], [1.2982, -2.2772, -5.2940], [0.2903, -3.2414, -5.2458], [0.0530, -4.0912, -6.3154], [0.8310, -3.9927, -7.4631], [1.8086, -3.0120, -7.5383], [2.0284, -2.1480, -6.4731], [2.3144, -4.5041, -3.6997], [4.3144, -5.5624, -4.6355], [6.5381, -5.1304, -3.6306], [6.7191, -3.6493, -1.6555], [4.6837, -2.6427, -0.6698], [0.4890, -4.9485, -2.7200], [-0.6293, -6.9887, -1.9098], [-0.8761, -7.3810, 0.5256], [0.0328, -5.7256, 2.1305], [1.2360, -3.7346, 1.3020], [4.1072, -2.1764, -4.9960], [6.3820, -1.3523, -4.6408], [6.8136, 0.5067, -3.0670], [4.8984, 1.6054, -1.9199], [2.5987, 0.8382, -2.3900], [-0.2936, -3.3099, -4.3334], [-0.7352, -4.8336, -6.2551], [0.6738, -4.6715, -8.2942], [2.4025, -2.9141, -8.4413], [2.7598, -1.3553, -6.5712], [-0.0728, 4.5489, 1.7454], [-0.9956, 3.0473, 1.1817], [-2.5260, 3.9300, 0.6364], [-2.9893, 4.9158, 1.3829], [-4.0598, 5.5976, 0.9219], [-4.6437, 6.6090, 1.7110], [-5.7231, 7.3104, 1.2391], [-6.2489, 7.0433, -0.0368], [-5.6912, 6.0731, -0.8297], [-4.5946, 5.3226, -0.3611], [-4.0636, 4.3531, -1.1402], [-3.0813, 3.6263, -0.6409], [-2.2937, 2.2649, -1.6312], [-1.7738, 3.2694, -3.0828], [-3.7298, 1.2390, -2.3287], [-4.7625, 1.9363, -3.2208], [-3.0683, 0.1174, -3.1355], [-4.4176, 0.6315, -1.0983], [-1.4753, 2.2297, 2.8223], [-0.1743, 1.8854, 3.5529], [-2.1939, 0.9294, 2.4293], [-2.3866, 3.0418, 3.7422], [-0.7173, 5.1974, 2.3375], [0.2590, 5.0899, 0.8572], [0.8047, 4.2528, 2.3157], [-4.2266, 6.8036, 2.6907], [-6.1751, 8.0760, 1.8573], [-7.1009, 7.6060, -0.3967], [-6.0832, 5.8555, -1.8149], [-2.6095, 3.8484, -3.4769], [-1.3590, 2.5988, -3.8357], [-0.9835, 3.9492, -2.7581], [-4.3377, 2.1483, -4.2042], [-5.1098, 2.8616, -2.7843], [-5.6220, 1.2722, -3.3626], [-2.5397, 0.5016, -4.0085], [-3.8325, -0.5853, -3.4816], [-2.3389, -0.4398, -2.5418], [-4.8912, 1.4082, -0.4897], [-3.6899, 0.1008, -0.4795], [-5.1904, -0.0776, -1.4055], [0.5127, 1.3280, 2.9110], [-0.3927, 1.2540, 4.4172], [0.3313, 2.7834, 3.9149], [-1.4988, 0.2149, 1.9829], [-2.9982, 1.1319, 1.7127], [-2.6307, 0.4579, 3.3123], [-1.9975, 4.0423, 3.9348], [-2.4719, 2.5193, 4.6996], [-3.3827, 3.1495, 3.3138], [1.6119, 1.0711, 9.5767], [1.4405, 0.4147, 8.2299], [0.3056, -0.3159, 7.9202], [0.1599, -0.9831, 6.7041], [-1.1272, -1.7356, 6.4838], [1.1869, -0.9411, 5.7404], [1.0804, -2.0081, 3.9102], [2.3273, -0.1565, 6.0402], [3.4409, -0.0094, 5.0413], [2.4357, 0.4938, 7.2628], [0.6657, 1.0973, 10.1202], [1.9808, 2.0956, 9.4850], [2.3329, 0.5156, 10.1843], [-0.5005, -0.3711, 8.6497], [-1.1285, -2.6786, 7.0392], [-1.2557, -1.9785, 5.4313], [-1.9830, -1.1422, 6.8228], [3.0334, 0.2209, 4.0561], [3.9842, -0.9503, 4.9314], [4.1427, 0.7774, 5.3361], [3.3241, 1.0891, 7.4636]],
  "e_homo_ev": -1.10,
  "e_above_lowest_kcal_mol": 34.6,
  "total_charge": -2,
  "homo_lumo_gap_ha": 0.1319,
  "energy_ha": -4576.44485
}

# 2
{
  "formula": "C18H38AgB2F8N2O2",
  "method": "the ωB97M-V functional and the def2-TZVPD basis",
  "symbols": ["Ag", "B", "F", "F", "F", "F", "B", "F", "F", "F", "F", "C", "C", "C", "C", "C", "C", "N", "O", "C", "C", "C", "H", "H", "H", "H", "H", "H", "H", "H", "H", "H", "H", "H", "H", "H", "H", "H", "H", "H", "H", "C", "C", "C", "C", "C", "C", "N", "O", "C", "C", "C", "H", "H", "H", "H", "H", "H", "H", "H", "H", "H", "H", "H", "H", "H", "H", "H", "H", "H", "H"],
  "xyz": [[1.2390, 0.3481, -0.2923], [1.6158, 4.2569, 0.3386], [2.4426, 5.0287, -0.4704], [0.4145, 4.8319, 0.3002], [1.5305, 2.9113, -0.1445], [2.0887, 4.1862, 1.6853], [3.1897, -1.5180, -1.8722], [4.4738, -1.7026, -1.7492], [2.8199, -1.9660, -3.1290], [2.3827, -2.1298, -0.9079], [2.9428, -0.0681, -1.8101], [-3.0860, -1.3212, -2.9233], [-1.5786, -1.3343, -2.6613], [-0.7655, -1.8493, -3.8686], [-0.7647, -0.8048, -5.0514], [-0.3730, 0.5813, -4.4871], [-1.0431, 1.0532, -3.2294], [-0.9823, -0.0338, -2.2662], [-1.7256, 0.3706, -1.0762], [-0.3264, 2.2336, -2.6108], [-2.4819, 1.5512, -3.6686], [-1.2847, -2.3421, -1.5628], [-3.6356, -0.8782, -2.0632], [-3.4050, -2.4225, -3.0401], [-3.4316, -0.8427, -3.8270], [0.2699, -1.9381, -3.4917], [-1.0786, -2.7795, -4.2796], [-1.6817, -0.8278, -5.5892], [0.0670, -1.0664, -5.7386], [-0.6053, 1.3847, -5.1832], [0.7360, 0.6383, -4.3304], [0.7005, 2.0377, -2.2522], [-0.2156, 2.9872, -3.4119], [-0.9516, 2.5908, -1.7524], [-2.9571, 0.9758, -4.4722], [-3.1937, 1.4056, -2.8221], [-2.3782, 2.6227, -3.8563], [-1.6933, -3.2794, -1.8522], [-1.7402, -2.0553, -0.5864], [-0.2146, -2.4319, -1.4118], [-2.5750, 0.7616, -1.2706], [3.2069, 0.1731, 3.0462], [1.8440, -0.4631, 3.2666], [1.7236, -0.9485, 4.7682], [0.2883, -1.3609, 5.2448], [-0.7418, -0.2679, 4.8298], [-0.6197, 0.1816, 3.3648], [0.7669, 0.5756, 3.1366], [0.8643, 1.0807, 1.8193], [-1.0386, -0.9113, 2.3429], [-1.5706, 1.4531, 3.2737], [1.8676, -1.6794, 2.4378], [3.9757, -0.4427, 3.3543], [3.2984, 1.1742, 3.4525], [3.4250, 0.3330, 1.9394], [2.4948, -1.6546, 4.9329], [1.9109, -0.0388, 5.3653], [0.2761, -1.4408, 6.3016], [-0.0152, -2.2984, 4.7845], [-0.5568, 0.5991, 5.5126], [-1.7394, -0.6253, 5.1119], [-2.0556, -1.1552, 2.5505], [-0.9235, -0.6309, 1.2955], [-0.4607, -1.8323, 2.4261], [-1.2385, 2.3247, 3.7760], [-1.9004, 1.6127, 2.2587], [-2.4699, 1.0865, 3.8129], [2.9056, -2.0355, 2.4694], [1.6395, -1.5759, 1.3443], [1.1747, -2.4676, 2.7455], [0.9243, 2.0690, 1.7237]],
  "e_homo_ev": -6.61,
  "total_charge": -1,
  "homo_lumo_gap_ha": 0.3295,
  "energy_ha": -1964.68964
}

# 3
{
  "formula": "C5H12N2O2",
  "method": "the ωB97M-V functional and the def2-TZVPD basis",
  "symbols": ["C", "C", "C", "C", "N", "N", "C", "O", "O", "H", "H", "H", "H", "H", "H", "H", "H", "H", "H", "H", "H"],
  "xyz": [[-1.1496, 1.0094, 0.7926], [1.1080, 0.6929, -0.5830], [-1.2591, -0.6102, -1.1194], [1.5668, 0.4661, -2.0037], [-0.5020, 0.3772, -0.3712], [0.4596, -0.5121, 1.9637], [-0.8749, -0.2437, 1.5959], [0.6275, -1.7783, 2.5612], [-1.7647, -0.9337, 2.1323], [-0.3221, -2.0396, 2.6916], [1.3055, 0.0292, 1.8511], [-2.2246, 1.1447, 0.6480], [-0.6425, 1.9019, 1.1666], [1.8416, 0.2116, 0.0636], [1.1456, 1.7560, -0.3396], [-2.2272, -0.2182, -1.4448], [-0.7438, -0.9685, -2.0142], [-1.4276, -1.5190, -0.5317], [0.9358, 1.0216, -2.7023], [2.6014, 0.8131, -2.1089], [1.5463, -0.6006, -2.2481]],
  "e_homo_ev": -7.98,
  "smiles": "CCN(C)CC(=O)NO",
  "e_above_lowest_kcal_mol": 109.6,
  "homo_lumo_gap_ha": 0.3190,
  "energy_ha": -457.57430
}

# 4
{
  "formula": "C5H13Cl2O2P",
  "method": "the ωB97M-V functional and the def2-TZVPD basis",
  "symbols": ["C", "C", "Cl", "C", "P", "Cl", "H", "H", "H", "H", "H", "H", "H", "C", "C", "O", "O", "H", "H", "H", "H", "H", "H"],
  "xyz": [[-2.6651, -0.8100, -4.5157], [-1.8708, -0.9324, -3.0555], [-0.4865, -2.1758, -2.8249], [-2.2153, -0.0463, -1.9068], [-1.3211, -0.0586, -0.2156], [-3.6078, 1.2303, -2.0674], [-1.9298, -0.1838, -5.2135], [-3.7146, -0.2965, -4.4455], [-2.7794, -1.8769, -5.0285], [-1.3461, -1.4903, -0.0896], [-0.2296, 0.7434, -0.7197], [-2.4586, 0.6593, 0.3722], [-0.6713, 0.0113, 1.0936], [3.4149, 0.4887, 2.9007], [2.0766, 1.1059, 2.5097], [1.0251, 0.4119, 3.1839], [3.4219, -0.8976, 2.5675], [4.2422, 0.9784, 2.3801], [3.5751, 0.5657, 3.9802], [1.9012, 0.9941, 1.4360], [2.0312, 2.1668, 2.7717], [1.0875, 0.6361, 4.1286], [2.5202, -1.2238, 2.7584]],
  "e_homo_ev": -8.86,
  "smiles": "C/C(Cl)=C(/[PH4])Cl.OCCO",
  "homo_lumo_gap_ha": 0.3451,
  "energy_ha": -1610.31519
}